Record 1
Formula: C2HNO4S
Source: OMol25
Level of theory: ωB97M-V/def2-TZVPD

Its SMILES is O=C=NOC(=O)OS. Its strongest force on any atom is 1.75 eV/A. Its frontier orbital gap is 0.3463 hartree. As for the total energy: -22601.681 eV. The value obtained for the LUMO energy is -0.50 eV. The energy above the lowest of the compared OMol25 structures with the same formula, charge and spin comes out at 316.3 kJ/mol. For the molar mass, the calculation gives 135.10 g/mol.

Cartesian coordinates (Å):
O 0.02904 0.86216 2.35371
C -0.32701 1.33626 1.36902
N -0.51964 1.65162 0.18635
O -1.35416 0.64329 -0.42402
C -0.61290 -0.41980 -0.86543
O -1.07933 -1.50210 -0.79891
O 0.57148 -0.09522 -1.40357
S 1.90749 -0.90635 -0.73589
H 1.38503 -1.56986 0.31875

Taken from the Mulliken analysis, the atomic charges in e are: -0.31, 0.79, -0.47, -0.13, 0.64, -0.43, -0.23, -0.03, 0.16

Record 2
Formula: C48H46As2AuN3O3
Source: OMol25
Level of theory: ωB97M-V/def2-TZVPD

Its strongest force on any atom is 2.95 eV/A. Its frontier orbital gap (alpha / beta) is 0.1626 / 0.1627 hartree. As for the total energy: -186488.922 eV. Its net charge is +2. The value obtained for the LUMO energy (alpha / beta) is -8.18 / -8.18 eV. The energy above the lowest of the compared OMol25 structures with the same formula, charge and spin comes out at 51.2 kJ/mol. For the molar mass, the calculation gives 1059.73 g/mol.

Cartesian coordinates (Å):
Au 0.14270 0.25930 -0.25560
C 2.00140 3.60510 0.33670
C 2.84190 2.48760 -0.24450
As 2.46440 0.70470 0.49040
C 4.27940 0.01500 0.30480
C 4.92160 -0.63710 1.35180
C 6.26600 -0.95570 1.24870
C 6.96760 -0.64670 0.09470
C 6.32160 -0.03810 -0.97070
C 4.98110 0.28920 -0.86690
C 2.37380 0.93260 2.40500
C 1.38940 0.29170 3.14980
C 1.35400 0.43790 4.52800
C 2.30720 1.22120 5.15920
C 3.30810 1.84030 4.42620
C 3.34160 1.69500 3.05140
As 0.05580 3.32100 0.13420
C -0.53450 2.99800 1.95960
C 0.13860 3.44800 3.09000
C -0.36470 3.18770 4.35340
C -1.53990 2.47220 4.50570
C -2.20650 2.00580 3.38410
C -1.70900 2.26510 2.12050
C -0.41880 5.22000 -0.18440
C -0.29760 5.72960 -1.47290
C -0.42060 7.09230 -1.69320
C -0.67330 7.94350 -0.62810
C -0.80590 7.43270 0.65160
C -0.69850 6.06850 0.87790
H 2.25310 4.54920 -0.15950
H 2.21450 3.71140 1.40210
H 3.90850 2.71180 -0.09650
H 2.67050 2.41600 -1.33090
H 4.37420 -0.87170 2.26050
H 6.77000 -1.43220 2.07660
H 8.01920 -0.87430 0.02770
H 6.86600 0.19440 -1.87490
H 4.47240 0.77360 -1.69660
H 0.65200 -0.32320 2.63840
H 0.59390 -0.05900 5.11510
H 2.27950 1.34040 6.23090
H 4.06980 2.42050 4.92680
H 4.13290 2.16090 2.47000
H 1.05810 4.01880 3.01110
H 0.16830 3.54890 5.21920
H -1.93670 2.28240 5.49150
H -3.10810 1.42560 3.49510
H -2.23380 1.89960 1.24220
H -0.08960 5.06330 -2.30580
H -0.30210 7.50090 -2.68610
H -0.76890 9.00600 -0.79900
H -0.97720 8.10130 1.48130
H -0.81180 5.67550 1.88130
C -3.34570 -3.39290 -3.51110
O -2.46520 -3.68940 -2.44470
C -2.58080 -4.88320 -1.80950
C -3.51660 -5.85920 -2.14730
C -3.53850 -7.07110 -1.48460
C -2.60770 -7.34570 -0.49080
C -1.67720 -6.38820 -0.13750
C -1.66560 -5.14370 -0.75930
N -0.67100 -4.22070 -0.39300
C -0.76330 -2.86630 -0.30320
N -2.01150 -2.37330 -0.16220
C -2.55050 -1.13890 -0.49480
C -1.84840 0.02640 -0.76460
C -2.52730 1.11080 -1.29150
C -3.89800 1.06620 -1.50130
C -4.62810 -0.04340 -1.11390
C -3.97330 -1.14980 -0.60440
O -4.56410 -2.31400 -0.23450
C -5.97620 -2.41570 -0.24040
N 0.28220 -2.09750 -0.32720
C 1.59870 -2.51540 -0.29370
C 2.46060 -2.14450 -1.32610
C 3.78280 -2.54230 -1.31920
C 4.27410 -3.25940 -0.23730
C 3.45320 -3.59720 0.82520
C 2.11050 -3.24100 0.81240
O 1.20140 -3.55070 1.77430
C 1.65440 -4.16000 2.96950
H -3.07790 -2.38890 -3.83940
H -4.38600 -3.40700 -3.17470
H -3.23200 -4.09510 -4.34090
H -4.22190 -5.68450 -2.94470
H -4.27320 -7.81340 -1.75330
H -2.60580 -8.30170 0.00610
H -0.95290 -6.59720 0.63550
H 0.22270 -4.62490 -0.15490
H -2.73640 -3.07980 -0.06550
H -1.98770 2.01980 -1.53450
H -4.40700 1.90790 -1.93980
H -5.69720 -0.04340 -1.24120
H -6.19950 -3.39520 0.18160
H -6.37060 -2.36470 -1.25750
H -6.43820 -1.63870 0.37530
H 2.04230 -1.58370 -2.15040
H 4.43120 -2.29850 -2.14610
H 5.31030 -3.55130 -0.21670
H 3.86850 -4.14240 1.65820
H 0.77970 -4.22920 3.61660
H 2.42620 -3.55290 3.45230
H 2.04810 -5.16330 2.77920

Atom charges from the Mulliken analysis, given in e for atoms 1 to 99: 0.95, -0.90, -1.24, 0.72, 0.37, -0.37, -0.91, -0.59, -0.73, -0.58, 1.11, -0.66, -0.93, -0.69, -0.90, -0.37, 0.40, 0.55, 0.25, -0.80, -0.83, -0.58, -0.73, 0.37, -0.38, -0.75, -0.51, -0.75, -0.07, 0.70, 0.11, 0.67, 0.46, 0.56, 0.47, 0.45, 0.48, 0.38, 0.50, 0.52, 0.46, 0.47, 0.52, 0.54, 0.50, 0.45, 0.47, 0.45, 0.37, 0.41, 0.40, 0.42, 0.38, -1.08, -0.23, 1.15, -0.65, -0.86, -0.72, -0.84, 0.22, 0.32, -0.12, -0.20, 0.46, 0.30, -0.88, -1.22, -0.57, 0.64, -0.34, -1.03, -0.14, 0.16, -0.18, -0.80, -0.85, -0.89, 0.82, -0.24, -1.06, 0.26, 0.38, 0.41, 0.46, 0.43, 0.42, 0.47, 0.33, 0.39, 0.51, 0.46, 0.52, 0.29, 0.39, 0.37, 0.57, 0.49, 0.49

Record 3
Formula: C23H28AlFN4PS
Source: OMol25
Level of theory: ωB97M-V/def2-TZVPD

Its strongest force on any atom is 1.28 eV/A. Its frontier orbital gap is 0.2533 hartree. As for the total energy: -59708.360 eV. Its net charge is -1. The value obtained for the LUMO energy is 2.55 eV. For the molar mass, the calculation gives 469.53 g/mol.

Cartesian coordinates (Å):
N 2.32190 -1.92295 -4.17939
C 1.84989 -2.39860 -2.83602
Al 1.47993 -0.91808 -1.51844
F 2.48486 0.42914 -1.87573
C 1.82727 -1.61802 0.33664
C 1.45844 -0.73908 1.50821
C 0.70745 0.42447 1.38762
C 0.44168 1.22395 2.49074
C 0.89365 0.87770 3.75704
C 1.63939 -0.28436 3.90628
C 1.91479 -1.06723 2.79444
P -0.80281 -0.28641 -1.88891
S -1.91069 -1.70055 -2.77074
H 1.90679 -2.52958 -4.88011
H 3.31013 -2.13637 -4.24355
H 0.91629 -2.95034 -2.93082
H 2.54805 -3.10013 -2.36674
H 2.91101 -1.75289 0.39043
H 1.41428 -2.61812 0.45940
H 0.34534 0.74032 0.42199
H -0.13703 2.12965 2.38936
H 0.68594 1.48228 4.62598
H 2.03217 -0.57814 4.86571
H 2.51886 -1.95392 2.91084
H -0.77867 0.84015 -2.74098
H -1.45272 0.13868 -0.71629
N -1.61032 2.80516 -0.31280
C -2.92102 3.02796 -0.29210
C -3.48274 4.27768 -0.07492
C -2.63391 5.35246 0.13495
C -1.26546 5.13582 0.11688
C -0.80669 3.84693 -0.11233
H -3.54709 2.15763 -0.46067
H -4.55703 4.40208 -0.07138
H -3.03271 6.34412 0.30898
H -0.56671 5.94575 0.27578
H 0.25669 3.63163 -0.13850
N -5.71622 -4.80355 -3.11514
C -6.59997 -5.37947 -2.30119
C -6.72647 -5.06802 -0.95697
C -5.88417 -4.10281 -0.42422
C -4.95895 -3.49343 -1.25352
C -4.91627 -3.87629 -2.58616
H -7.23742 -6.13109 -2.75648
H -7.46434 -5.56969 -0.34463
H -5.94820 -3.83204 0.62251
H -4.27556 -2.73824 -0.88948
H -4.20246 -3.41902 -3.26093
N 4.69438 1.99303 3.19825
C 5.98973 2.13515 2.92185
C 6.50892 2.13176 1.63682
C 5.63301 1.96897 0.57352
C 4.28301 1.82057 0.83900
C 3.86458 1.84125 2.16406
H 6.64281 2.25568 3.78089
H 7.57228 2.25018 1.47475
H 5.99761 1.95271 -0.44592
H 3.56651 1.67755 0.03916
H 2.81801 1.72804 2.41302

Taken from the Mulliken analysis, the atomic charges in e are: -0.59, -0.52, 0.11, -0.44, -1.09, 0.09, 0.85, -0.85, -0.41, -0.60, -0.39, 0.24, -0.53, 0.22, 0.20, 0.32, 0.28, 0.30, 0.55, -0.17, 0.37, 0.35, 0.35, 0.43, 0.00, 0.00, -0.03, -0.14, -0.66, -0.15, -0.71, -0.23, 0.39, 0.36, 0.35, 0.38, 0.45, -0.57, -0.25, -0.27, -0.41, -0.15, -0.09, 0.34, 0.35, 0.36, 0.35, 0.32, -0.51, -0.28, -0.28, -0.56, -0.32, -0.47, 0.35, 0.36, 0.42, 0.41, 0.87

Record 4
Formula: C21H40BO5
Source: OMol25
Level of theory: ωB97M-V/def2-TZVPD

Its strongest force on any atom is 1.31 eV/A. Its frontier orbital gap is 0.2719 hartree. As for the total energy: -33336.874 eV. Its net charge is -1. The value obtained for the LUMO energy is 2.60 eV. The energy above the lowest of the compared OMol25 structures with the same formula, charge and spin comes out at 184.9 kJ/mol. For the molar mass, the calculation gives 383.36 g/mol.

Cartesian coordinates (Å):
C 1.17263 2.41271 2.62576
C 1.22603 1.47242 1.87985
C 1.43479 0.38468 0.89340
C 0.97157 -0.96133 1.49089
C 1.08431 -2.15346 0.50418
B 2.22604 -3.26714 0.96981
C 3.51328 -3.40557 -0.05531
C 4.13974 -2.08024 -0.54848
O 5.40489 -1.74369 0.09245
C 5.25281 -1.50606 1.41912
C 5.87772 -2.53974 2.35343
O 4.65884 -0.57424 1.87335
H 1.42791 3.11161 3.38389
H 2.49575 0.40601 0.62918
H 0.87211 0.59162 -0.02558
H -0.08504 -0.82041 1.77232
H 1.52453 -1.13316 2.41823
H 0.09808 -2.65025 0.42256
H 1.34850 -1.82394 -0.51794
H 1.73479 -4.39077 1.06072
H 2.64167 -2.97340 2.08439
H 4.32532 -3.97049 0.42561
H 3.20577 -3.98410 -0.94158
H 4.39585 -2.21374 -1.60785
H 3.47366 -1.21266 -0.50694
H 6.96566 -2.43367 2.25296
H 5.61587 -3.55128 2.03316
H 5.51928 -2.41903 3.37250
C -3.65684 -4.33762 -0.47422
C -3.03295 -4.74854 -1.79778
C -2.25982 -3.49558 -2.17710
O -1.85870 -2.86863 -0.95703
C -2.55651 -3.48179 0.13310
H -3.94025 -5.17797 0.15915
H -4.54872 -3.73036 -0.65520
H -2.34256 -5.58105 -1.64145
H -3.75951 -5.04641 -2.55428
H -2.89400 -2.79052 -2.72982
H -1.37588 -3.71312 -2.77869
H -1.83986 -4.09352 0.69068
H -2.94325 -2.70765 0.79775
C -2.09515 0.35200 -2.09688
C -1.82173 1.83647 -2.29312
C -3.21997 2.38033 -2.54432
O -4.12355 1.54317 -1.81467
C -3.42410 0.37255 -1.36384
H -1.31519 -0.17068 -1.54493
H -2.21073 -0.13611 -3.06911
H -1.41284 2.26321 -1.37355
H -1.12891 2.05356 -3.10536
H -3.48483 2.32090 -3.60674
H -3.33577 3.41477 -2.21552
H -3.27798 0.46001 -0.28223
H -4.02933 -0.51378 -1.56159
C -0.76743 5.61114 1.81101
C -1.38210 6.89733 1.27469
C -0.62881 7.08129 -0.03465
O -0.30288 5.77358 -0.50718
C -0.54875 4.81627 0.53562
H -1.39513 5.09050 2.53256
H 0.19272 5.82716 2.28704
H -2.44645 6.74561 1.07619
H -1.27952 7.74906 1.94728
H 0.30736 7.63048 0.11963
H -1.21782 7.60549 -0.78994
H -1.44388 4.24479 0.26584
H 0.29218 4.12855 0.60770

Taken from the Mulliken analysis, the atomic charges in e are: 0.01, -0.89, 0.26, -0.53, 0.40, 0.54, -1.06, 0.09, -0.46, 0.75, -0.96, -0.55, 0.44, 0.08, 0.11, 0.38, 0.33, -1.22, 0.17, -0.30, -0.29, 0.35, 0.24, 0.31, -0.02, 0.32, 0.27, 0.30, -0.58, -0.54, -0.52, -0.22, -0.45, 0.33, 0.26, 0.31, 0.33, 0.22, 0.26, 0.30, 0.28, -0.06, -0.17, -0.50, -0.46, -0.22, 0.04, 0.22, -0.15, 0.42, 0.28, 0.29, 0.22, 0.12, -0.51, -0.54, -0.47, -0.42, -0.03, 0.35, 0.28, 0.26, 0.35, 0.27, 0.28, -0.01, 0.11